Version a
Below is a molecular structure, C5H9NO2, with properties calculated with ωB97M-V with the def2-TZVPD basis set.

XYZ file:
```
17
C5H9NO2 (ωB97M-V with the def2-TZVPD basis set)
C -1.2582 0.7993 -2.1158
C 0.2385 1.4093 1.1882
C 1.1778 -1.3867 1.3978
C -0.1900 -1.5251 -0.6823
C 0.5372 -0.7816 0.1803
O -1.2155 0.3229 -0.7855
N 0.3092 0.5744 -0.0051
O -0.5449 -2.4114 -1.3608
H -1.9532 1.6408 -2.1986
H -0.2610 1.1037 -2.4531
H -1.6202 -0.0063 -2.7649
H 1.2167 1.4106 1.6822
H 0.0421 2.4359 0.8793
H -0.5164 1.0747 1.9068
H 1.3167 -2.4591 1.2486
H 2.1588 -0.9431 1.5893
H 0.5625 -1.2584 2.2936
```

HOMO energy (alpha / beta) = -7.519 / -7.519 eV
Net charge = 0

***

Version b
Below is a molecular structure, C5H9NO2, with properties calculated with ωB97M-V with the def2-TZVPD basis set.

XYZ file:
```
17
C5H9NO2 (ωB97M-V with the def2-TZVPD basis set)
C 0.0843 1.3513 0.3368
C 1.2282 -1.5558 0.8278
C 0.8964 0.5546 -0.5507
C -1.1550 -0.0858 0.4582
C -2.1477 -0.3903 -0.3857
O 0.5324 -0.8391 -0.2182
O -0.2826 2.6180 -0.1052
N 1.3073 0.8158 -1.7258
H -0.1033 2.6453 -1.0595
H 0.3913 1.3639 1.3768
H 1.4676 -0.0352 -2.2648
H -1.2717 -0.2009 1.5288
H 2.2685 -1.6978 0.5360
H 1.1766 -1.0002 1.7651
H 0.7386 -2.5241 0.9276
H -2.0073 -0.3805 -1.4600
H -3.1237 -0.6392 0.0130
```

HOMO energy = -7.825 eV
Net charge = 0

***

Version c
Below is 2 unconnected molecules or ions with the total composition C5H9NO2, with properties calculated with ωB97M-V with the def2-TZVPD basis set.

XYZ file:
```
17
C5H9NO2 (ωB97M-V with the def2-TZVPD basis set)
C 2.3293 -0.5843 -0.1773
C 1.6606 0.1912 0.6394
C 1.2713 -0.2713 2.0232
O 1.1269 1.4558 0.2441
H 2.7175 -0.2764 -1.0711
H 2.8309 -1.4646 0.1703
H 0.4561 0.2981 2.4536
H 2.1616 -0.1137 2.5213
H 0.9753 -1.3226 2.0425
H 0.2279 1.5913 0.6414
C -2.2454 0.0418 -2.2566
N -2.6185 -0.0235 -0.9188
C -2.2884 0.1672 0.1761
O -2.1345 0.3517 1.3268
H -1.1733 -0.1148 -2.2763
H -2.7176 -0.8602 -2.8039
H -2.5798 0.9341 -2.7347
```

HOMO energy = -9.104 eV
Net charge = 0
Structure (SMILES) = C=C(C)O.CN=C=O

***

Most stable structure - version c; separation to the second - 67.4 kcal/mol.

***

Version a
Below is 2 unconnected molecules or ions with the total composition C5H9NO2, with properties calculated with ωB97M-V with the def2-TZVPD basis set.

XYZ file:
```
17
C5H9NO2 (ωB97M-V with the def2-TZVPD basis set)
C 1.0389 -0.9218 0.1611
C 1.1515 -1.8608 -0.9890
C -1.8713 0.0626 0.0908
C -0.7218 1.1593 0.2972
N -1.0463 2.0214 1.2443
C 0.5262 1.0321 -0.3169
O -1.4573 -1.0249 -0.3539
O -2.9435 0.3883 0.5920
H -2.0173 1.9004 1.5583
H -0.5308 2.8718 1.4147
H 1.9813 -0.4940 0.4800
H 0.4994 -1.2831 1.0266
H 1.8388 -2.6647 -0.6982
H 0.1916 -2.2985 -1.2451
H 1.5777 -1.3785 -1.8692
H 1.3039 1.7394 -0.0305
H 0.4790 0.7508 -1.3623
```

HOMO energy = -9.061 eV
Net charge = 0

***

Version b
Below is a molecular structure, C5H9NO2, with properties calculated with ωB97M-V with the def2-TZVPD basis set.

XYZ file:
```
17
C5H9NO2 (ωB97M-V with the def2-TZVPD basis set)
C 1.5310 -0.7500 0.2240
C 0.5086 -0.2322 -0.5788
C -0.8641 1.3083 0.4597
C -1.6832 0.2949 -0.2655
C -0.5874 -0.8337 0.0113
H 2.5585 0.8681 -0.0542
H 1.9357 -1.8358 0.1225
H 1.3759 -0.5786 1.2786
H 0.7267 -0.4862 -1.6510
H -1.3856 2.5328 0.6611
H -0.5858 1.0401 1.6706
H -1.8398 0.5553 -1.3057
H -2.4272 -1.0806 -1.0414
H -0.3547 -1.0041 0.9639
N -2.0390 -1.0785 0.0682
O 2.7166 -0.0255 -0.0736
O 0.4137 1.3060 -0.4896
```

HOMO energy = -8.865 eV
Net charge = 0

***

Version c
Below is a single C5H9NO2 molecule, with properties calculated with ωB97M-V with the def2-TZVPD basis set.

XYZ file:
```
17
C5H9NO2 (ωB97M-V with the def2-TZVPD basis set)
C -0.0597 -0.3234 -2.0949
C -0.6391 0.0060 -0.6961
C -0.2455 1.4769 -0.2776
O -0.2984 1.9685 0.7792
N -0.1745 -0.7841 0.4832
C -1.1952 -1.2995 1.4433
C 1.1404 -0.5753 0.7767
O 1.7576 -0.1224 -0.2014
H -0.6488 0.3081 -2.7751
H 1.0394 -0.0140 -2.1519
H -0.1730 -1.4226 -2.5264
H -1.7532 -0.2323 -0.8888
H -0.0260 2.2044 -1.1153
H -1.6536 -0.6403 2.1096
H -2.0179 -1.9202 0.7956
H -0.7053 -2.2563 1.9216
H 1.4793 -1.0144 1.7167
```

HOMO energy = -9.378 eV
Net charge = 0
Structure (SMILES) = C[C@H](C=O)N(C)C=O

***

Most stable structure - version c; separation to the second - 2.1 kcal/mol.

***

Version a
Below is 2 unconnected molecules or ions with the total composition C2H2ClO2S, with properties calculated with ωB97M-V with the def2-TZVPD basis set.

XYZ file:
```
8
C2H2ClO2S (ωB97M-V with the def2-TZVPD basis set)
C -1.4820 0.5654 0.1204
C 0.7509 -0.0430 -0.5479
O -1.5485 0.1092 1.1637
O -1.8800 1.0748 -0.8371
S 1.3186 -1.4214 0.3857
Cl 1.7131 1.4129 0.0141
H 1.0175 -0.1175 -1.5364
H 0.1105 -1.5803 1.2375
```

HOMO energy = -2.985 eV
Net charge = -1

***

Version b
Below is 2 unconnected molecules or ions with the total composition C2H2ClO2S, with properties calculated with ωB97M-V with the def2-TZVPD basis set.

XYZ file:
```
8
C2H2ClO2S (ωB97M-V with the def2-TZVPD basis set)
C 1.1301 1.0943 -0.7934
C 1.9462 1.2785 0.1877
O 2.9096 1.4012 0.8444
O -3.6885 -2.5737 0.8250
S -2.7748 -1.6638 0.0745
Cl -0.8217 -1.7326 1.2297
H 0.2400 0.4422 -0.7524
H 1.0591 1.7539 -1.6155
```

HOMO energy = -2.354 eV
Net charge = -1

***

Most stable structure - version a; separation to the second - 16.7 kcal/mol.